(1)
{
  "formula": "C45H53Cl2HfNO2P2Te",
  "method": "ωB97M-V/def2-TZVPD",
  "elements": ["Hf", "C", "C", "C", "P", "C", "C", "C", "C", "C", "C", "C", "C", "C", "C", "N", "C", "C", "C", "C", "C", "C", "C", "P", "C", "C", "C", "C", "C", "C", "H", "H", "H", "H", "H", "H", "H", "H", "H", "H", "H", "H", "H", "H", "H", "H", "H", "H", "H", "H", "H", "H", "H", "H", "H", "H", "H", "H", "H", "H", "H", "H", "H", "H", "H", "H", "H", "H", "H", "H", "Cl", "C", "C", "C", "Cl", "C", "O", "C", "C", "O", "C", "H", "H", "H", "Te", "C", "C", "C", "C", "C", "C", "C", "C", "C", "C", "C", "C", "H", "H", "H", "H", "H", "H", "H", "H", "H", "H"],
  "positions_angstrom": [[0.31, -0.12, -0.62], [3.36, -4.02, -1.85], [2.63, -3.08, -0.90], [2.72, -3.56, 0.55], [0.88, -2.67, -1.28], [-0.28, -3.92, -0.61], [-0.03, -5.35, -1.11], [-1.71, -3.50, -0.91], [0.58, -2.50, -3.05], [0.87, -3.54, -3.94], [0.67, -3.43, -5.30], [0.98, -4.56, -6.24], [0.19, -2.21, -5.77], [-0.11, -1.16, -4.92], [0.06, -1.29, -3.54], [-0.26, -0.24, -2.63], [-0.97, 0.91, -3.11], [-2.12, 0.77, -3.90], [-2.75, 1.87, -4.44], [-2.27, 3.17, -4.22], [-2.96, 4.36, -4.84], [-1.19, 3.31, -3.37], [-0.55, 2.21, -2.80], [0.71, 2.41, -1.52], [2.21, 3.08, -2.32], [3.30, 3.45, -1.31], [2.71, 2.08, -3.36], [0.08, 3.63, -0.30], [-1.43, 3.57, -0.12], [0.77, 3.40, 1.05], [4.39, -4.12, -1.52], [3.37, -3.65, -2.87], [2.92, -5.02, -1.86], [3.12, -2.10, -0.95], [2.31, -4.57, 0.66], [2.20, -2.91, 1.25], [3.77, -3.60, 0.86], [-0.11, -3.89, 0.47], [-0.25, -5.44, -2.17], [-0.69, -6.03, -0.57], [0.99, -5.69, -0.94], [-1.92, -3.58, -1.98], [-1.94, -2.47, -0.61], [-2.40, -4.15, -0.38], [1.27, -4.47, -3.55], [1.26, -5.47, -5.71], [1.81, -4.30, -6.91], [0.12, -4.80, -6.87], [0.06, -2.07, -6.84], [-0.44, -0.23, -5.35], [-2.51, -0.22, -4.10], [-3.62, 1.73, -5.06], [-3.29, 4.13, -5.85], [-2.29, 5.22, -4.88], [-3.84, 4.64, -4.26], [-0.83, 4.31, -3.15], [1.87, 3.99, -2.83], [3.58, 2.58, -0.71], [3.00, 4.25, -0.65], [4.19, 3.78, -1.85], [3.03, 1.15, -2.88], [3.57, 2.49, -3.89], [1.94, 1.84, -4.10], [0.37, 4.62, -0.68], [-1.78, 2.55, 0.06], [-1.98, 3.94, -0.99], [-1.72, 4.18, 0.74], [0.47, 2.43, 1.48], [0.46, 4.17, 1.76], [1.85, 3.39, 1.00], [1.48, -1.94, 6.28], [1.55, -1.34, 4.66], [2.77, -1.05, 4.08], [2.80, -0.60, 2.77], [4.32, -0.31, 2.01], [1.62, -0.39, 2.04], [1.74, 0.01, 0.75], [0.39, -0.63, 2.66], [-1.00, -0.44, 2.07], [-1.14, -0.16, 0.73], [0.38, -1.15, 3.96], [3.70, -1.20, 4.62], [-1.62, -1.29, 2.37], [-0.56, -1.40, 4.43], [-2.24, 1.19, 3.01], [-3.04, 0.09, 4.58], [-2.38, -0.04, 5.80], [-2.97, -0.80, 6.79], [-4.20, -1.42, 6.56], [-4.85, -1.27, 5.35], [-4.27, -0.51, 4.34], [-1.00, 2.49, 4.06], [-1.63, 3.68, 4.44], [-0.92, 4.62, 5.17], [0.40, 4.39, 5.50], [1.03, 3.21, 5.10], [0.33, 2.25, 4.38], [-1.44, 0.46, 5.99], [-2.48, -0.91, 7.75], [-4.65, -2.01, 7.35], [-5.81, -1.74, 5.18], [-4.79, -0.39, 3.40], [-2.67, 3.88, 4.18], [-1.41, 5.54, 5.47], [0.95, 5.12, 6.07], [2.06, 3.03, 5.36], [0.84, 1.35, 4.08]],
  "mulliken_charge": [1.3876, -1.5820, 0.9503, -1.3021, 0.2687, 0.6766, -1.4891, -1.6232, 0.6156, -0.8833, -0.0558, -1.7634, -1.0428, -0.9171, 0.8320, 0.1029, -0.2788, -0.6139, -0.7878, 0.3290, -1.6580, -0.6746, 0.4584, -0.1364, 0.6189, -1.5151, -1.4525, 0.6373, -1.3361, -1.0092, 0.5008, 0.4106, 0.2191, 0.2647, 0.2421, 0.2001, 0.4628, 0.5838, 0.3125, 0.4684, 0.3060, 0.3061, 0.2720, 0.5309, 0.3935, 0.3723, 0.3649, 0.3913, 0.4614, 0.4924, 0.7015, 0.4585, 0.4181, 0.3873, 0.3207, 0.4094, 0.6562, 0.3044, 0.3672, 0.4724, 0.2403, 0.5391, 0.2457, 0.7780, 0.1043, 0.3676, 0.4618, -0.1976, 0.5487, 0.1762, -0.1961, -0.0942, -0.6990, 0.5380, -0.2081, 1.1373, -0.6810, -0.1231, -0.3859, -0.8997, -1.5000, 0.5243, 0.9537, 0.7585, 0.9152, 0.6885, -0.1672, -0.7013, -0.5508, -0.6253, -0.7265, 0.5936, -0.9754, -0.7021, -0.6252, -0.7304, 0.3365, 0.4596, 0.4370, 0.4149, 0.4242, 0.4076, 0.4976, 0.4239, 0.4341, 0.4811, 0.0942],
  "homo_lumo_gap_ha": 0.2462,
  "largest_force_ha_per_bohr": 0.010,
  "e_lumo_ev": -5.45,
  "de_lowest_ev": 0.449,
  "total_charge": 2
}

(2)
{
  "formula": "C45H55BClF40IN2O12PS",
  "method": "ωB97M-V/def2-TZVPD",
  "elements": ["C", "C", "C", "N", "C", "C", "C", "C", "C", "C", "C", "C", "B", "O", "O", "C", "P", "O", "I", "O", "C", "C", "C", "O", "O", "N", "C", "S", "C", "O", "C", "Cl", "C", "C", "H", "H", "H", "H", "H", "H", "H", "H", "H", "H", "H", "H", "H", "H", "H", "H", "H", "H", "H", "H", "H", "H", "H", "H", "H", "H", "H", "H", "H", "H", "H", "H", "H", "H", "H", "C", "C", "C", "F", "F", "F", "F", "O", "C", "C", "F", "F", "F", "F", "H", "H", "H", "H", "C", "C", "C", "F", "F", "F", "F", "O", "C", "C", "F", "F", "F", "F", "H", "H", "H", "H", "C", "C", "C", "F", "F", "F", "F", "O", "C", "C", "F", "F", "F", "F", "H", "H", "H", "H", "C", "C", "C", "F", "F", "F", "F", "O", "C", "C", "F", "F", "F", "F", "H", "H", "H", "H", "C", "C", "C", "F", "F", "F", "F", "O", "C", "C", "F", "F", "F", "F", "H", "H", "H", "H"],
  "positions_angstrom": [[2.74, -0.85, 3.84], [1.85, 0.08, 3.44], [2.02, 1.17, 2.39], [1.80, 0.87, 0.90], [2.66, -0.30, 0.53], [4.16, -0.18, 0.82], [5.00, -0.59, -0.40], [6.48, -0.18, -0.25], [7.42, -1.37, -0.05], [7.93, -1.98, -1.38], [7.53, -3.45, -1.59], [2.03, 2.16, 0.06], [2.95, 2.06, -1.28], [2.33, 1.91, -2.49], [4.30, 2.13, -1.15], [5.11, 2.45, -2.29], [2.69, 3.68, 1.07], [4.22, 3.24, 1.41], [2.88, 5.23, -0.81], [0.77, 2.64, -0.37], [-0.29, 2.00, 0.34], [-1.58, 2.05, -0.51], [-1.49, 2.95, -1.73], [-2.14, 3.96, -1.82], [-0.70, 2.47, -2.71], [-0.50, 2.73, 1.57], [-0.60, 3.93, 1.64], [-0.66, 5.47, 1.75], [0.34, 0.59, 0.51], [0.32, 0.17, -0.82], [-0.45, -0.46, 1.36], [-1.65, -1.31, 0.36], [-1.16, 0.07, 2.64], [-2.65, 0.37, 2.55], [3.01, -0.93, 4.89], [3.21, -1.55, 3.16], [0.94, 0.15, 4.02], [1.35, 1.97, 2.68], [3.03, 1.53, 2.50], [2.25, -1.17, 1.05], [2.56, -0.54, -0.52], [4.47, -0.85, 1.62], [4.43, 0.85, 1.06], [4.55, -0.24, -1.33], [4.97, -1.68, -0.45], [6.81, 0.34, -1.15], [6.60, 0.51, 0.59], [6.93, -2.18, 0.50], [8.30, -1.07, 0.52], [9.02, -1.90, -1.43], [7.55, -1.38, -2.22], [8.32, -4.10, -1.23], [6.61, -3.68, -1.07], [7.39, -3.68, -2.65], [2.65, 1.17, -3.01], [4.62, 3.14, -2.97], [5.42, 1.55, -2.81], [6.01, 2.93, -1.91], [4.86, 3.57, 0.75], [-2.39, 2.45, 0.09], [-1.90, 1.07, -0.86], [-0.30, 3.23, -3.16], [0.65, -0.73, -0.91], [0.23, -1.24, 1.68], [-0.63, 0.93, 3.04], [-1.04, -0.72, 3.38], [-2.91, 1.01, 3.39], [-3.25, -0.53, 2.65], [-2.95, 0.91, 1.65], [-7.95, 2.41, 1.29], [-9.03, 1.51, 0.69], [-8.98, 0.03, 1.05], [-7.83, -0.54, 0.62], [-10.00, -0.61, 0.43], [-9.06, 1.67, -0.65], [-10.23, 1.96, 1.17], [-6.85, 2.74, 0.46], [-5.75, 1.97, 0.35], [-5.56, 1.44, -1.08], [-6.62, 0.70, -1.46], [-4.46, 0.65, -1.13], [-5.72, 0.96, 1.25], [-4.66, 2.75, 0.61], [-8.44, 3.37, 1.46], [-7.63, 2.06, 2.27], [-9.08, -0.10, 2.13], [-5.44, 2.27, -1.78], [-12.12, 0.29, 6.45], [-12.50, 1.46, 7.38], [-13.27, 2.64, 6.78], [-12.54, 3.24, 5.82], [-13.51, 3.53, 7.76], [-11.40, 1.90, 8.02], [-13.33, 0.93, 8.33], [-10.80, 0.27, 5.94], [-10.45, 0.92, 4.80], [-9.39, 2.00, 5.08], [-9.87, 2.90, 5.95], [-9.08, 2.65, 3.93], [-11.50, 1.42, 4.14], [-9.87, 0.00, 3.98], [-12.17, -0.59, 7.08], [-12.87, 0.15, 5.67], [-14.22, 2.30, 6.36], [-8.49, 1.56, 5.50], [-9.50, -3.36, -2.01], [-9.38, -3.05, -3.50], [-10.50, -2.23, -4.16], [-11.68, -2.88, -4.09], [-10.19, -2.05, -5.46], [-9.18, -4.19, -4.20], [-8.25, -2.29, -3.64], [-9.98, -4.64, -1.64], [-11.31, -4.91, -1.51], [-11.78, -5.97, -2.51], [-11.55, -5.57, -3.77], [-13.10, -6.17, -2.35], [-12.06, -3.79, -1.59], [-11.50, -5.43, -0.27], [-8.47, -3.35, -1.64], [-10.01, -2.56, -1.47], [-10.59, -1.25, -3.68], [-11.24, -6.91, -2.32], [7.77, 4.34, -6.72], [7.74, 3.58, -8.06], [6.61, 2.57, -8.29], [6.67, 1.58, -7.38], [6.75, 2.04, -9.52], [8.94, 3.00, -8.28], [7.57, 4.54, -9.02], [8.65, 3.86, -5.72], [8.31, 2.88, -4.84], [9.20, 1.63, -5.00], [9.08, 1.12, -6.24], [8.77, 0.70, -4.11], [7.00, 2.56, -4.90], [8.54, 3.36, -3.60], [8.17, 5.32, -6.97], [6.76, 4.50, -6.34], [5.64, 3.07, -8.23], [10.24, 1.88, -4.80], [11.84, -4.98, 3.06], [11.16, -3.61, 3.10], [9.93, -3.39, 2.21], [10.24, -3.50, 0.91], [9.47, -2.13, 2.41], [12.06, -2.64, 2.88], [10.70, -3.46, 4.38], [13.00, -5.11, 2.25], [12.93, -5.41, 0.92], [13.51, -4.28, 0.05], [12.83, -3.14, 0.26], [13.37, -4.63, -1.25], [11.68, -5.74, 0.54], [13.71, -6.49, 0.71], [12.20, -5.14, 4.07], [11.12, -5.78, 2.86], [9.14, -4.09, 2.46], [14.56, -4.13, 0.29]],
  "mulliken_charge": [-0.8699, -1.2564, -0.5847, 1.6686, -1.9792, -0.4530, -0.7913, -1.2013, -0.8263, -0.2693, -1.3307, -0.4630, 0.6517, -0.3654, 0.1129, -1.2571, -0.1922, -0.4976, -0.0841, -0.2414, 1.7884, -0.9642, -0.0113, -0.5849, -0.3937, -0.5011, 0.6879, -0.3019, -1.4521, -0.6707, 0.5457, -0.1134, -0.7496, -1.6779, 0.3016, 0.2875, 0.5315, 0.6136, 0.8158, 1.0220, 0.6889, 0.5713, 0.2991, 0.3993, 0.7138, 0.1533, 0.5415, 0.4862, 0.2340, 0.4536, 0.2284, 0.2401, 0.3160, 0.3721, 0.3039, 0.4319, 0.4698, 0.4397, 0.3686, 0.4235, 0.5256, 0.3634, 0.6210, 0.4591, 0.3774, 0.6040, 0.4734, 0.4317, 0.0633, -0.9397, 0.9792, 0.5874, -0.2644, -0.2903, -0.2597, -0.2896, -0.4556, 0.8104, 0.1427, -0.1922, -0.2414, -0.2693, -0.3463, 0.4443, 0.4796, -0.0520, 0.2599, -0.7238, 0.8823, 0.0813, -0.2076, -0.2671, -0.2695, -0.3258, -0.3769, 0.8726, 0.1542, -0.2102, -0.2683, -0.3054, -0.4246, 0.3866, 0.3305, 0.2974, 0.2525, -0.6992, 0.8867, 0.1021, -0.2285, -0.2680, -0.2861, -0.3201, -0.4043, 0.7970, 0.1823, -0.2199, -0.2555, -0.2828, -0.3086, 0.4410, 0.3456, 0.2785, 0.2408, -0.6830, 0.8684, 0.0729, -0.2047, -0.2744, -0.2661, -0.3246, -0.3820, 0.7986, 0.1136, -0.2155, -0.2048, -0.2516, -0.3262, 0.4060, 0.3092, 0.2869, 0.2648, -0.7766, 0.9097, 0.1468, -0.2295, -0.2911, -0.2607, -0.3340, -0.3891, 0.7852, 0.1926, -0.2049, -0.2532, -0.2707, -0.2978, 0.4180, 0.3475, 0.2876, 0.2529],
  "homo_lumo_gap_ha": 0.3179,
  "largest_force_ha_per_bohr": 0.042,
  "e_lumo_ev": -3.04,
  "total_charge": 1
}